The following is a quantum chemistry calculation of C18H48Br9N9O8P2 as an isolated structure at a distorted geometry, from the Open Molecules 2025 dataset.

Geometry (Å):
Br -2.76988 -2.64408 4.24430
Br -2.86281 -2.90226 -2.67958
Br -2.84124 -4.47866 -5.45748
Br 0.99103 2.87595 -6.22979
Br 2.07324 3.37065 -3.27763
Br -2.39100 0.11335 2.48052
Br 0.39743 0.58641 -4.18452
Br -1.38614 0.04523 5.42072
Br -0.09639 -3.02581 -4.42376
P -3.64619 1.52789 -2.76841
P 3.41799 -2.24560 3.77122
O 3.92821 1.05469 -2.47884
O 3.41720 -1.20995 4.88767
O 1.26213 1.57798 2.72389
O 2.50480 3.29928 2.02006
O 1.78753 -1.20191 -1.16776
O 5.85532 1.02665 -1.42094
O 1.31298 0.55982 -0.03322
O -2.88443 0.37906 -3.42429
N 2.00036 -2.42753 2.79016
N -4.60229 1.05835 -1.30269
N 1.43113 2.76804 2.43609
N -2.62581 2.84290 -2.41519
N -4.90114 2.18209 -3.63067
N 1.03978 -0.41247 -0.68285
N 4.64622 -2.09572 2.59259
N 3.65261 -3.83119 4.37427
N 4.65832 1.36114 -1.53204
C 0.20379 3.67954 2.36524
C 1.78881 1.95660 -4.69488
C -5.30096 1.97911 -0.39749
C 6.01010 -2.17982 3.05191
C -5.28896 1.52904 -4.90061
C -5.55937 3.43220 -3.34180
C -2.11683 -2.90420 -4.46702
C 4.07355 -4.98448 3.61230
C 4.53892 -1.17554 1.47463
C 4.10994 2.18194 -0.46336
C -5.06889 -0.34436 -1.17507
C -1.81038 2.70377 -1.28931
C 1.82023 -3.37260 1.71884
C -0.41794 -0.61438 -0.89227
C -2.76395 -0.61811 4.25422
C -1.94832 3.51246 -3.46508
C 0.73677 -1.81106 3.19599
C 2.83148 -4.15485 5.54265
H 3.09238 -3.65277 6.47428
H 0.35452 4.55371 2.99864
H -4.69229 1.89944 -5.73422
H 4.50462 -5.76852 4.23486
H -5.32330 4.16982 -4.10880
H -2.34984 -1.97045 -4.97880
H -4.53090 -0.94919 -1.90503
H 6.35942 -1.41532 3.74591
H 1.48438 -4.34100 2.08967
H -4.94118 -0.74372 -0.16894
H -5.56378 1.56071 0.57410
H 2.69520 1.37013 -4.84529
H -0.81496 -0.19635 0.03278
H -6.11681 -0.35980 -1.47461
H 6.68312 -2.15529 2.19485
H -0.72183 -0.07106 -1.78701
H 0.07854 -1.63806 2.34458
H -0.65696 -1.66076 -1.08216
H -0.60837 2.99686 2.61515
H 0.85969 -0.86596 3.72491
H -2.55887 3.73926 -4.33908
H 3.58384 -1.31980 0.96954
H 0.16965 3.99194 1.32152
H 1.21077 -2.96732 0.91112
H 2.82022 -3.54130 1.31931
H -4.77602 2.92474 -0.26217
H -5.21807 3.75793 -2.35920
H 4.63338 -0.11897 1.72530
H 0.16671 -2.35939 3.94597
H 3.32539 -5.26079 2.86933
H -6.64774 3.37264 -3.34467
H -6.34541 1.65351 -5.13837
H 4.91931 2.62325 0.11825
H -3.72936 -0.18324 4.51303
H 3.54017 1.50528 0.17351
H -1.01342 1.99392 -1.51083
H 5.28567 -1.40650 0.71494
H -1.04717 2.98909 -3.78464
H 4.86626 -4.69917 2.92071
H -1.44644 4.42424 -3.14124
H -4.92569 0.50420 -4.82435
H -2.37080 2.27452 -0.45879
H -6.24367 2.23665 -0.88027
H 6.15869 -3.15178 3.52235
H 3.03493 -5.19488 5.79768
H 3.37714 2.82275 -0.95374
H 1.76531 -4.02206 5.35892
H -1.53342 3.67930 -0.88965

Cartesian forces (eV/Å) of the 2 atoms listed first:
Br -0.3 1.7 0.0
Br 0.3 -0.1 -0.6

As for the largest force on an atom: 3.2 eV/A. Its charge is 0. The energy comes out at -25657.887612 hartree. For the highest occupied orbital energy, the calculation gives -8.04 eV.



The following is a quantum chemistry calculation of C30H49BrILiN3OS2Si as an isolated structure, from the Open Molecules 2025 dataset.

Geometry (Å):
I 0.60632 -6.03386 -0.83316
Br 0.92388 -0.35033 -1.04480
S -2.17422 -1.99321 -2.79030
S -4.95696 -2.55381 0.38522
Si 2.68722 0.73041 -0.19561
O -1.33183 -2.54212 0.47033
N -2.27349 -4.47640 -0.19757
N -3.30148 0.43620 -1.31819
N -3.09300 -0.37482 1.49428
C 1.92100 0.56768 2.55614
C -1.91945 2.05390 -2.55971
C 4.14522 0.33210 -1.39136
C -0.97302 2.36324 -3.52759
C 0.76148 2.79245 0.31736
C 2.76133 -1.51935 1.58522
C -3.52195 -0.96100 3.83878
C -3.75149 -1.18468 2.48455
C 4.61585 -1.11708 -1.19836
C -3.94231 0.72540 1.04346
C 4.35520 0.33406 2.10853
C -1.76801 -0.32013 -3.07617
C -4.14122 -1.72623 4.81596
C 2.20247 2.59246 -0.18238
C -5.01824 -2.72691 4.42489
C 2.23548 3.17609 -1.60255
C 3.72154 0.44529 -2.86586
C -5.25638 -2.95116 3.07998
C -1.75843 0.06520 1.86729
C 5.34520 1.26289 -1.15893
C -0.83857 0.02798 -4.06951
C -4.63493 -2.20201 2.06994
C 0.06912 -3.96322 -0.76216
C 3.15120 3.42054 0.69863
C -4.60902 0.21165 -1.94958
C 2.95457 0.00636 1.56844
C -1.24578 -3.63056 -0.09212
C -2.31414 0.74110 -2.32019
C -3.40269 1.38558 -0.21731
C -0.43747 1.33415 -4.29036
Li -2.87016 -1.51051 -0.39399
H 5.14504 -0.15605 1.53832
H 3.79726 -1.82644 -1.33615
H -4.98533 1.14478 -2.39566
H 5.11309 2.29997 -1.40353
H -2.41158 1.79522 -0.01888
H 2.88257 4.47968 0.61621
H -1.76346 0.92136 2.56283
H 3.24515 3.23015 -2.01057
H 4.43241 -0.02101 3.14221
H -2.20085 -5.28571 -0.78964
H 5.37950 -1.34363 -1.95059
H 6.17152 0.95308 -1.80874
H -4.93632 0.31503 0.86143
H 5.06202 -1.29042 -0.21903
H 0.54349 3.86674 0.32936
H 0.59205 2.41055 1.32224
H -3.93966 -1.53965 5.86357
H 3.08067 3.15054 1.75268
H 2.90468 -0.23589 -3.10265
H -2.35884 2.85677 -1.97936
H 0.29996 1.54695 -5.05659
H -1.19792 0.35272 0.97667
H -1.23018 -0.76801 2.32522
H 5.70874 1.23241 -0.13019
H -2.83852 -0.17543 4.13788
H -4.50019 -0.54677 -2.72250
H 2.95766 -1.88559 2.59921
H 3.42992 -2.04826 0.90812
H 1.60481 2.60609 -2.28769
H -5.93176 -3.73949 2.77146
H 4.57858 0.17687 -3.49437
H -0.40981 -0.77785 -4.65264
H 2.04052 1.63610 2.73456
H 0.86892 -3.44647 -0.24449
H -5.31871 -0.16324 -1.21398
H 1.73554 -1.78739 1.32813
H 0.04497 2.31653 -0.35405
H 4.19598 3.32422 0.39643
H -4.05603 2.23613 -0.46914
H -3.20088 -4.11292 0.04868
H 0.90158 0.38341 2.21636
H 4.56048 1.40667 2.11514
H 1.84270 4.19876 -1.56934
H -4.03205 1.49468 1.83013
H 0.00464 -3.60963 -1.79162
H 3.40843 1.44750 -3.14734
H -0.67292 3.39215 -3.68624
H 2.04240 0.05949 3.51917
H -5.51309 -3.34203 5.16773

Cartesian forces (eV/Å) of the 2 atoms listed first:
I 0.0 0.0 0.0
Br 0.0 0.0 0.0

As for the largest force on an atom: 0.1 eV/A. Its charge is -1. The energy comes out at -5377.433474 hartree. For the highest occupied orbital energy, the calculation gives -3.97 eV.



The following is a quantum chemistry calculation of a 17-piece molecular cluster, H34O17 overall at a distorted geometry, from the Open Molecules 2025 dataset.

Geometry (Å):
O 0.45473 3.13588 -1.16909
O -2.34372 1.88102 -0.85577
O 2.01485 -1.74418 0.43207
O -0.06507 -0.25613 -0.38336
O -2.07239 0.02825 1.86164
O -1.14600 2.89609 1.45083
O 2.28802 1.04929 -1.55853
O 1.64417 1.40750 1.15010
O -1.18137 0.77867 -3.03925
O -0.08824 1.19672 3.58125
O 0.30546 -2.59250 2.79267
O -2.08403 -2.56798 1.09813
O 4.39883 0.12575 0.84890
O 0.00978 -1.64197 -3.06517
O 2.77163 -1.25987 -2.90149
O -2.72211 -0.71549 -1.00829
O -0.27077 -3.27944 -0.72872
H 0.09291 3.12040 -2.05904
H 2.37094 1.26264 1.75213
H -0.15008 -2.32092 2.02277
H -0.74033 1.50946 -3.44501
H -2.13566 -1.65496 1.34373
H -3.24392 -1.20615 -0.37156
H -0.11904 -2.14774 3.52921
H -2.74786 1.02553 -0.66634
H -1.59766 1.19001 -2.22900
H -1.82904 -0.66270 -0.66069
H 2.15982 -1.62116 1.36917
H 1.58100 -2.60946 0.44782
H -0.24869 0.22559 0.41428
H -2.12036 -0.33987 2.73189
H 3.48430 -0.05040 0.63498
H 0.93748 -1.51101 -2.96033
H -2.81182 -3.03728 1.48736
H 2.62156 -0.41508 -2.44373
H 4.49128 1.12332 0.86172
H -0.32434 -2.77056 -1.54645
H 0.04696 2.41227 -0.77513
H -1.06618 -3.01341 -0.23993
H 1.70455 2.35726 1.08747
H 0.70053 -0.80864 -0.17496
H -2.94007 2.37076 -1.51841
H 3.43360 -1.71081 -2.40016
H 1.72425 0.87153 -0.77536
H -2.97118 0.46648 1.80333
H -1.62471 2.58431 0.72558
H -0.57356 1.23524 2.74081
H -1.73641 2.98527 2.17385
H 0.36715 2.04787 3.60824
H -0.36785 -0.82414 -2.78534
H 1.71869 1.47474 -2.18884

Cartesian forces (eV/Å) of the 2 atoms listed first:
O 0.9 2.1 -1.3
O -1.1 2.3 -1.2

The value obtained for the relative energy (zero: lowest compared OMol25 entry of this formula, charge and spin) is 39.9 kcal per mole. As for the largest force on an atom: 2.8 eV/A. Its charge is 0. The energy comes out at -1299.466385 hartree. For the highest occupied orbital energy, the calculation gives -9.91 eV.



The following is a quantum chemistry calculation of C19H10N5O4PtS4Sb as an isolated structure, from the Open Molecules 2025 dataset.

Geometry (Å):
Pt 0.16594 -0.84150 0.24541
Sb 1.72338 -3.61012 1.57216
S -0.74762 6.38725 -1.59864
S -0.05217 -2.04137 2.18960
S 0.91496 -5.69769 1.88706
S 0.98686 -2.65113 -0.70332
O -2.54350 -0.08263 -2.08080
O -3.21670 4.44795 2.18329
O -2.09546 0.21663 0.11025
O -4.15257 6.01795 1.05207
N -3.70182 4.89256 1.16006
N 0.19861 1.11472 1.16742
N -0.50391 5.09201 -2.53522
N -0.54988 5.71203 -0.14399
N 0.34411 0.44964 -1.43408
C -4.21883 3.72112 -2.32990
C -3.74264 2.41877 -2.24332
C 0.15908 1.75229 -1.14067
C 0.12757 1.37220 2.46071
C -0.09895 3.43335 0.68620
C 0.09998 2.11663 0.27853
C 0.35177 0.06191 -2.69677
C -0.26960 4.07413 -1.72651
C -3.26128 1.91129 -1.04248
C -0.29493 4.43206 -0.34786
C -2.59759 0.52376 -1.00646
C -4.21355 4.54163 -1.21394
C 0.00226 2.29105 -3.47309
C -3.27349 2.71812 0.08780
C -0.02348 2.70423 -2.13995
C 0.19940 0.96064 -3.75115
C -3.73736 4.01775 -0.02270
C -0.05248 2.66753 2.94490
C -0.17574 3.70735 2.05281
H -0.12146 2.83361 4.01022
H 0.20669 0.59274 -4.76670
H 0.19704 0.50485 3.10864
H -4.56009 5.56355 -1.25124
H -4.58552 4.10575 -3.27281
H -3.71242 1.76810 -3.10787
H -0.15112 3.02131 -4.25651
H 0.47287 -1.00172 -2.85777
H -0.35976 4.72058 2.38245
H -2.91046 2.32600 1.02697

Cartesian forces (eV/Å) of the 2 atoms listed first:
Pt 0.2 -0.1 0.0
Sb 0.1 -0.1 0.0

As for the largest force on an atom: 0.2 eV/A. Its charge is -1. The energy comes out at -3257.248501 hartree. For the highest occupied orbital energy (spin up / spin down), the calculation gives -4.12 / -4.11 eV. Its expectation value of S² is 0.76. As for the spin multiplicity: 2.



The following is a quantum chemistry calculation of a 2-piece molecular cluster, C11H14N2O overall at a distorted geometry, from the Open Molecules 2025 dataset.

Geometry (Å):
O -1.62975 3.02714 3.57642
N -1.31822 -0.47636 -0.29545
N -0.53864 1.50492 2.31899
C -1.24039 -1.71457 0.30072
C 2.12455 -0.54000 -2.51836
C 0.40602 -3.69592 0.36495
C 1.28713 0.57467 -2.70109
C 1.81148 -1.51561 -1.60486
C -1.07961 2.75193 2.53480
C -0.21273 -0.33751 -1.11584
C -0.94363 3.71087 1.37386
C -0.09018 -2.34352 -0.01387
C 0.15993 0.73331 -1.93051
C 0.59655 -1.45371 -0.90296
H -1.83736 3.64197 0.75101
H 0.61214 -3.75155 1.43175
H 1.16602 -4.23809 -0.19211
H -0.97283 4.68995 1.85197
H -0.39858 -4.43321 0.20473
H -0.05050 3.54926 0.79650
H -2.01574 0.20675 -0.07156
H -0.33602 1.69360 -1.85742
H 1.68268 1.34982 -3.34466
H 2.44223 -2.37617 -1.45165
H 3.08852 -0.60507 -2.99985
H -2.05026 -1.95700 0.97357
H -0.44185 1.04371 1.43127
H -0.22093 0.96040 3.08966

Cartesian forces (eV/Å) of the 2 atoms listed first:
O 0.3 0.4 0.2
N 0.4 -0.2 -0.5

The value obtained for the relative energy (zero: lowest compared OMol25 entry of this formula, charge and spin) is 19.2 kcal per mole. As for the largest force on an atom: 2.2 eV/A. Its charge is 0. The energy comes out at -612.320211 hartree. The SMILES is Cc1c[nH]c2ccccc12.CC(N)=O. For the highest occupied orbital energy, the calculation gives -8.15 eV.



The following is a quantum chemistry calculation of C5H13O3P3 in the gas phase at a distorted geometry, from the Open Molecules 2025 dataset.

Geometry (Å):
P 1.19438 0.38490 0.39273
P -1.09539 -0.08074 1.40385
P -1.30956 0.93178 -1.47676
O 1.30050 1.84617 0.32185
O -2.53253 0.36547 -1.97615
O -1.92515 1.03603 1.84778
C -0.44748 -0.19110 -0.35645
C 0.56774 -0.25489 2.06970
C -0.07689 1.61480 -2.58777
C -1.92835 -1.77889 1.51969
C 2.75338 -0.54986 -0.20597
H 3.46495 0.09669 0.27720
H 0.94167 0.33609 2.83740
H -0.33899 2.54018 -3.20907
H -1.34580 2.01254 -0.55783
H 0.05501 0.75291 -3.26269
H -2.68506 -1.60494 0.83743
H -0.50889 -1.31712 -0.59137
H 2.87168 -1.60607 -0.01378
H -1.34250 -2.72373 1.37228
H 0.95693 -1.32747 2.15562
H -2.20004 -1.80117 2.58418
H 0.86922 1.79803 -2.07739
H 2.76118 -0.47962 -1.30448

Cartesian forces (eV/Å) of the 2 atoms listed first:
P -2.2 -2.3 0.9
P 4.8 -1.0 -0.9

As for the largest force on an atom: 5.0 eV/A. Its charge is 0. The energy comes out at -1447.907858 hartree. For the highest occupied orbital energy (spin up / spin down), the calculation gives -3.66 / -10.18 eV. Its expectation value of S² is 2.01. As for the spin multiplicity: 3.



Q: Look up the largest force on an atom of the first one.
A: 3.2 eV/A



Q: largest force on an atom of number 6 (C5H13O3P3)?
A: 5.0 eV/A